{"formula": "C36H45Cl2N6PbTe", "method": "wB97M-V/def2-TZVPD", "elements": ["Pb", "C", "C", "C", "C", "C", "C", "C", "N", "C", "N", "C", "C", "C", "C", "C", "C", "C", "N", "C", "C", "C", "C", "C", "C", "C", "H", "H", "H", "H", "H", "H", "H", "H", "H", "H", "H", "H", "H", "H", "H", "H", "H", "H", "H", "H", "H", "H", "Cl", "C", "Cl", "H", "H", "C", "Te", "C", "C", "C", "C", "C", "C", "C", "H", "H", "H", "H", "H", "H", "H", "H", "C", "N", "C", "C", "N", "N", "C", "C", "H", "H", "H", "H", "H", "H", "H", "H", "H", "H", "H", "H", "H"], "coordinates": [[1.47, -0.66, 0.93], [-2.77, 2.33, -3.40], [-3.17, 0.95, -2.95], [-3.77, 0.09, -3.86], [-4.19, -1.18, -3.51], [-4.06, -1.60, -2.19], [-3.47, -0.75, -1.27], [-3.00, 0.51, -1.64], [-2.50, 1.31, -0.58], [-1.37, 2.07, -0.41], [-1.29, 2.61, 0.86], [-0.33, 2.35, 1.87], [0.53, 1.22, 1.97], [1.26, 1.14, 3.17], [1.18, 2.06, 4.19], [0.38, 3.17, 4.03], [-0.38, 3.33, 2.88], [-1.26, 4.53, 2.71], [-0.48, 2.29, -1.30], [0.53, 3.25, -1.06], [1.85, 2.85, -0.91], [2.88, 3.77, -0.79], [2.58, 5.12, -0.79], [1.27, 5.53, -0.92], [0.23, 4.62, -1.08], [-1.18, 5.12, -1.27], [-3.14, 2.52, -4.41], [-1.68, 2.44, -3.40], [-3.18, 3.09, -2.73], [-3.92, 0.43, -4.88], [-4.64, -1.83, -4.24], [-4.42, -2.57, -1.88], [-3.38, -1.07, -0.24], [-2.90, 1.03, 0.31], [-2.18, 2.89, 1.24], [1.92, 0.28, 3.32], [1.75, 1.92, 5.10], [0.32, 3.91, 4.81], [-1.05, 5.27, 3.47], [-2.32, 4.26, 2.78], [-1.10, 4.97, 1.72], [2.09, 1.80, -0.87], [3.90, 3.43, -0.69], [3.37, 5.86, -0.68], [1.04, 6.59, -0.90], [-1.17, 6.18, -1.54], [-1.76, 5.01, -0.36], [-1.68, 4.57, -2.06], [1.58, -5.38, -2.66], [0.82, -5.27, -1.07], [0.17, -3.64, -0.77], [1.56, -5.48, -0.31], [-0.01, -5.97, -1.04], [0.83, -1.94, -3.67], [1.52, -0.62, -2.10], [3.20, -2.00, -2.11], [3.22, -2.61, -3.48], [4.34, -3.26, -3.98], [4.33, -3.81, -5.25], [3.20, -3.69, -6.04], [2.07, -3.06, -5.55], [2.07, -2.54, -4.26], [0.29, -1.34, -4.39], [0.15, -2.71, -3.29], [3.12, -2.78, -1.35], [4.13, -1.44, -1.93], [5.23, -3.32, -3.36], [5.21, -4.32, -5.63], [3.20, -4.08, -7.05], [1.18, -2.97, -6.16], [-1.16, -0.57, 5.04], [-1.13, -1.25, 3.76], [-2.04, -0.73, 2.76], [-0.17, -2.14, 3.42], [0.21, -2.27, 2.16], [0.37, -2.90, 4.41], [-0.39, -3.39, 5.55], [1.63, -3.59, 4.20], [-1.18, 0.51, 4.87], [-0.27, -0.80, 5.62], [-2.05, -0.85, 5.62], [-3.06, -0.80, 3.14], [-1.94, -1.33, 1.85], [-1.81, 0.31, 2.52], [0.64, -3.17, 1.98], [-1.44, -3.10, 5.46], [0.01, -3.00, 6.48], [-0.34, -4.48, 5.58], [1.50, -4.59, 3.78], [2.12, -3.69, 5.17], [2.28, -3.00, 3.55]], "mulliken_charge": [0.843, -1.028, 0.954, -1.036, -0.738, -0.876, -0.474, 0.653, -0.071, -0.593, 0.575, -0.100, 1.082, -0.906, -1.394, -0.899, 0.853, -1.476, 0.231, -0.016, 0.081, -1.095, -0.712, -0.905, 1.413, -1.153, 0.494, 0.231, 0.257, 0.384, 0.434, 0.435, 0.281, 0.247, 0.434, 0.281, 0.439, 0.387, 0.469, 0.357, 0.117, -0.030, 0.458, 0.403, 0.421, 0.554, 0.177, -0.002, -0.086, -0.571, -0.029, 0.289, 0.433, -1.009, -0.164, -0.737, 0.564, -0.737, -0.630, -0.614, -0.704, 0.593, 0.635, 0.290, 0.372, 0.583, 0.457, 0.419, 0.413, 0.459, -1.258, 0.398, -1.220, 0.500, -0.469, 0.152, -1.202, -1.139, 0.362, 0.434, 0.286, 0.482, 0.453, 0.076, 0.283, 0.366, 0.351, 0.407, 0.349, 0.388, 0.332], "mol_weight_g_mol": 967.5, "homo_lumo_gap_ha": 0.2731, "homo_ev": -10.11, "charge": 1}

{"formula": "C5H10O2", "method": "wB97M-V/def2-TZVPD", "elements": ["O", "C", "C", "C", "C", "O", "C", "H", "H", "H", "H", "H", "H", "H", "H", "H", "H"], "coordinates": [[-1.23, -1.49, -1.51], [-0.88, -0.12, -1.44], [-0.56, 0.17, 0.02], [0.43, -0.87, 0.55], [1.22, -0.10, 1.58], [1.37, 1.19, 1.02], [0.17, 1.50, 0.30], [-1.35, -1.74, -2.43], [0.00, 0.10, -2.06], [-1.71, 0.51, -1.81], [-1.50, 0.14, 0.59], [-0.05, -1.78, 0.92], [1.10, -1.15, -0.27], [2.22, -0.52, 1.72], [0.72, -0.06, 2.56], [0.48, 2.02, -0.62], [-0.44, 2.19, 0.89]], "mulliken_charge": [-0.503, -0.807, 0.327, -0.709, -0.444, -0.399, -0.611, 0.299, 0.367, 0.354, 0.324, 0.350, 0.277, 0.341, 0.260, 0.311, 0.262], "e_above_lowest_kcal_mol": 36.1, "mol_weight_g_mol": 102.1, "homo_lumo_gap_ha": 0.3865, "homo_ev": -9.63, "charge": 0}

{"formula": "C3H3NO2S", "method": "wB97M-V/def2-TZVPD", "elements": ["O", "C", "N", "C", "S", "C", "O", "H", "H", "H"], "coordinates": [[1.96, -0.21, 0.23], [0.60, -0.04, 0.17], [0.24, 1.21, 0.31], [-1.05, 1.36, 0.24], [-1.94, -0.12, -0.06], [-0.43, -1.03, 0.12], [-0.31, -2.36, 0.05], [2.47, 0.57, 0.01], [-1.67, 2.28, 0.36], [-0.59, -2.51, -0.84]], "mulliken_charge": [-0.512, 0.314, -0.566, -0.021, -0.120, 0.319, -0.493, 0.364, 0.349, 0.366], "e_above_lowest_kcal_mol": 50.1, "mol_weight_g_mol": 117.1, "homo_lumo_gap_ha": 0.3246, "homo_ev": -8.38, "charge": 0}

{"formula": "C23H20N8OPdSe", "method": "wB97M-V/def2-TZVPD", "elements": ["Pd", "C", "C", "C", "C", "C", "C", "N", "C", "C", "C", "C", "C", "C", "N", "N", "C", "C", "C", "C", "C", "N", "H", "H", "H", "H", "H", "H", "H", "H", "H", "H", "H", "H", "H", "Se", "C", "N", "C", "N", "C", "C", "C", "N", "C", "O", "N", "H", "H", "H", "H", "H", "H", "H"], "coordinates": [[-0.60, -0.44, -0.07], [2.90, 3.61, -1.29], [3.15, 2.73, -0.24], [2.11, 2.03, 0.34], [0.81, 2.20, -0.12], [0.55, 3.10, -1.16], [1.60, 3.80, -1.74], [-0.22, 1.44, 0.49], [-1.42, 2.05, 0.87], [-1.52, 3.39, 1.24], [-2.72, 3.87, 1.72], [-3.86, 3.06, 1.84], [-3.79, 1.74, 1.48], [-2.57, 1.25, 0.99], [-2.39, -0.06, 0.57], [-3.25, -0.95, 0.60], [-2.82, -2.20, 0.11], [-3.71, -3.25, 0.08], [-3.26, -4.47, -0.43], [-1.95, -4.58, -0.85], [-1.12, -3.48, -0.78], [-1.54, -2.31, -0.31], [3.72, 4.16, -1.74], [4.16, 2.61, 0.14], [2.28, 1.37, 1.19], [-0.46, 3.28, -1.49], [1.40, 4.50, -2.54], [-0.65, 4.04, 1.17], [-2.78, 4.91, 2.01], [-4.78, 3.48, 2.22], [-4.65, 1.09, 1.54], [-4.72, -3.10, 0.43], [-3.94, -5.31, -0.48], [-1.58, -5.51, -1.26], [-0.09, -3.52, -1.12], [-1.24, 0.55, -2.20], [-2.30, -0.84, -2.77], [-2.97, -1.72, -3.09], [2.99, -2.12, 2.74], [2.83, -1.72, 1.33], [3.86, -1.71, 0.44], [3.70, -1.32, -0.84], [2.41, -0.91, -1.27], [1.40, -0.97, -0.39], [1.60, -1.34, 0.91], [0.60, -1.29, 1.65], [2.17, -0.49, -2.50], [4.05, -2.23, 2.94], [2.48, -3.07, 2.91], [2.57, -1.36, 3.38], [4.82, -2.03, 0.83], [4.54, -1.32, -1.53], [2.92, -0.44, -3.18], [1.25, -0.19, -2.78]], "mulliken_charge": [-0.136, -0.533, -0.829, -0.337, 0.084, 0.064, -1.061, 0.004, 0.652, -0.764, -0.657, -0.688, -0.685, 0.642, 1.483, -1.315, 0.192, -0.505, -0.460, -0.780, -0.196, 0.308, 0.460, 0.486, 0.580, 0.608, 0.430, 0.519, 0.441, 0.438, 0.511, 0.578, 0.446, 0.459, 0.471, 0.250, 0.199, -0.404, -0.870, 0.133, -0.085, -1.160, 0.779, 0.507, 0.321, -0.563, -0.215, 0.328, 0.335, 0.336, 0.439, 0.492, 0.270, -0.004], "e_above_lowest_kcal_mol": 0.0, "mol_weight_g_mol": 609.8, "homo_lumo_gap_ha": [0.1957, 0.1954], "homo_ev": [-13.83, -13.82], "charge": 2}

{"formula": "C17H24N2O2S", "method": "wB97M-V/def2-TZVPD", "elements": ["C", "C", "C", "N", "C", "C", "C", "C", "S", "N", "C", "C", "C", "C", "C", "C", "O", "C", "C", "O", "C", "C", "H", "H", "H", "H", "H", "H", "H", "H", "H", "H", "H", "H", "H", "H", "H", "H", "H", "H", "H", "H", "H", "H", "H", "H"], "coordinates": [[-1.10, -3.49, 0.38], [-1.09, -2.18, 0.51], [-2.21, -1.40, 1.14], [-2.80, -0.45, 0.21], [-3.91, -0.94, -0.58], [-5.22, -0.81, 0.15], [-6.25, -0.12, -0.30], [-2.39, 0.83, 0.10], [-3.23, 1.93, -0.81], [-1.29, 1.20, 0.81], [-0.69, 2.50, 0.64], [0.14, 2.61, -0.65], [1.14, 1.50, -0.73], [0.85, 0.33, -1.42], [1.76, -0.71, -1.44], [2.97, -0.63, -0.77], [3.74, -1.76, -0.87], [5.12, -1.73, -0.56], [3.27, 0.54, -0.06], [4.47, 0.61, 0.62], [4.82, 1.81, 1.25], [2.35, 1.58, -0.06], [-0.28, -4.02, -0.08], [-1.91, -4.10, 0.75], [-0.27, -1.60, 0.13], [-1.86, -0.87, 2.03], [-3.00, -2.09, 1.47], [-3.95, -0.36, -1.51], [-3.71, -1.99, -0.83], [-5.27, -1.31, 1.11], [-7.17, -0.04, 0.25], [-6.21, 0.39, -1.25], [-0.63, 0.47, 1.03], [-0.06, 2.68, 1.51], [-1.49, 3.24, 0.62], [0.64, 3.58, -0.66], [-0.54, 2.56, -1.50], [-0.09, 0.24, -1.96], [1.55, -1.62, -1.98], [5.29, -1.62, 0.51], [5.63, -0.92, -1.09], [5.50, -2.69, -0.89], [4.14, 2.06, 2.07], [5.82, 1.64, 1.66], [4.86, 2.64, 0.54], [2.57, 2.49, 0.48]], "mulliken_charge": [-0.954, 0.543, -1.378, 0.344, -1.187, 0.174, -0.814, 0.347, -0.373, -0.143, -1.197, -1.273, -0.366, -0.200, -0.761, 0.499, -0.461, -0.777, 1.078, -0.439, -0.942, -0.196, 0.314, 0.283, 0.014, 0.475, 0.453, 0.552, 0.347, 0.218, 0.266, 0.252, 0.344, 0.472, 0.546, 0.496, 0.350, 0.316, 0.478, 0.242, 0.312, 0.289, 0.339, 0.247, 0.375, 0.497], "e_above_lowest_kcal_mol": 88.3, "mol_weight_g_mol": 320.5, "homo_lumo_gap_ha": 0.3117, "homo_ev": -7.83, "charge": 0}

{"formula": "C29H42AgB2HgO37", "method": "wB97M-V/def2-TZVPD", "elements": ["Ag", "Hg", "O", "C", "O", "B", "O", "C", "O", "O", "C", "O", "C", "O", "O", "O", "C", "O", "B", "O", "C", "O", "O", "C", "O", "C", "O", "O", "C", "O", "C", "O", "O", "C", "H", "H", "H", "H", "H", "H", "C", "O", "C", "O", "O", "C", "H", "H", "H", "H", "H", "H", "C", "O", "C", "O", "O", "C", "H", "H", "H", "H", "H", "H", "C", "O", "C", "O", "O", "C", "H", "H", "H", "H", "H", "H", "C", "O", "C", "O", "O", "C", "H", "H", "H", "H", "H", "H", "C", "O", "C", "O", "O", "C", "H", "H", "H", "H", "H", "H", "C", "O", "C", "O", "O", "C", "H", "H", "H", "H", "H", "H"], "coordinates": [[-20.89, 21.93, -24.65], [-23.78, 25.55, -16.41], [-22.64, 20.84, -18.27], [-22.08, 21.72, -18.99], [-21.29, 21.46, -20.03], [-20.58, 22.72, -20.38], [-21.18, 23.73, -19.49], [-21.98, 23.20, -18.63], [-22.54, 23.89, -17.79], [-20.66, 23.07, -21.82], [-19.48, 23.21, -22.41], [-19.16, 23.52, -23.56], [-18.43, 22.79, -21.28], [-19.07, 22.50, -20.17], [-17.22, 22.63, -21.38], [-23.14, 27.46, -20.85], [-23.69, 26.37, -21.06], [-24.10, 25.90, -22.17], [-24.44, 24.46, -21.96], [-24.65, 24.32, -20.52], [-24.33, 25.45, -19.93], [-24.36, 25.72, -18.74], [-23.47, 23.44, -22.38], [-23.91, 22.68, -23.36], [-23.28, 21.92, -24.08], [-25.31, 23.18, -23.75], [-25.62, 24.14, -22.87], [-26.08, 22.79, -24.61], [-21.37, 18.30, -16.60], [-20.38, 19.34, -16.54], [-19.25, 19.24, -17.16], [-18.88, 18.35, -17.85], [-18.46, 20.25, -16.71], [-17.01, 20.19, -16.92], [-22.30, 18.85, -16.74], [-21.38, 17.63, -15.74], [-21.34, 17.59, -17.43], [-16.67, 20.16, -17.95], [-16.71, 19.31, -16.36], [-16.65, 21.06, -16.36], [-24.96, 20.16, -15.41], [-24.84, 21.66, -15.38], [-25.31, 22.49, -16.38], [-24.96, 23.65, -16.52], [-26.11, 21.76, -17.32], [-26.74, 22.43, -18.37], [-24.18, 19.65, -14.84], [-24.84, 19.85, -16.45], [-25.96, 19.82, -15.14], [-27.24, 23.35, -18.09], [-27.51, 21.70, -18.65], [-26.02, 22.61, -19.17], [-20.03, 23.13, -15.71], [-19.76, 24.31, -15.00], [-20.62, 25.31, -14.91], [-21.68, 25.42, -15.50], [-20.10, 26.16, -14.09], [-20.79, 27.35, -13.74], [-19.52, 22.24, -15.34], [-19.83, 23.26, -16.77], [-21.08, 22.86, -15.64], [-20.91, 27.96, -14.63], [-20.06, 27.90, -13.14], [-21.72, 27.14, -13.21], [-16.73, 21.35, -24.41], [-16.20, 22.56, -24.92], [-14.96, 22.63, -25.18], [-14.14, 21.77, -25.07], [-14.73, 23.86, -25.76], [-13.50, 24.29, -26.24], [-16.40, 20.51, -25.03], [-17.80, 21.52, -24.28], [-16.39, 21.22, -23.38], [-13.74, 25.14, -26.87], [-13.10, 23.59, -26.97], [-12.73, 24.53, -25.51], [-22.66, 29.83, -17.69], [-21.61, 29.02, -18.30], [-21.48, 27.71, -18.03], [-22.30, 26.89, -17.62], [-20.11, 27.50, -18.29], [-19.70, 26.12, -18.37], [-22.27, 30.21, -16.74], [-23.58, 29.26, -17.64], [-22.92, 30.62, -18.39], [-20.21, 25.69, -19.23], [-19.98, 25.45, -17.56], [-18.62, 26.09, -18.52], [-14.83, 16.74, -17.93], [-14.60, 18.13, -18.14], [-14.66, 18.65, -19.38], [-14.76, 18.06, -20.45], [-14.49, 19.94, -19.27], [-14.42, 20.84, -20.41], [-14.74, 16.60, -16.85], [-14.09, 16.16, -18.49], [-15.80, 16.35, -18.25], [-15.36, 20.77, -20.96], [-13.54, 20.57, -20.98], [-14.29, 21.87, -20.08], [-15.99, 23.11, -18.34], [-16.73, 24.10, -17.61], [-16.20, 24.65, -16.54], [-15.20, 24.20, -15.97], [-16.99, 25.74, -16.24], [-16.69, 26.43, -15.11], [-15.44, 22.36, -17.77], [-15.28, 23.61, -19.01], [-16.66, 22.50, -18.94], [-15.62, 26.55, -14.99], [-17.09, 25.88, -14.26], [-16.90, 27.49, -15.21]], "mulliken_charge": [0.718, 0.554, -0.599, 0.082, -0.214, 0.142, 0.563, -0.354, 0.979, 0.087, 0.021, -0.725, 0.667, -0.530, -0.565, -0.634, 0.345, -0.581, 0.666, 0.183, 0.419, -0.469, -0.262, 0.583, -0.631, 0.499, -0.565, -0.591, -0.566, -0.197, 0.754, -0.610, -0.186, -0.531, -0.004, 0.341, 0.342, 0.025, 0.401, 0.230, -0.564, -0.309, 0.637, -0.426, -0.345, -0.504, 0.285, 0.213, 0.316, 0.327, 0.294, 0.052, -0.305, -0.276, 0.523, -0.311, -0.309, -0.642, 0.327, -0.088, 0.282, 0.223, 0.251, 0.299, -0.033, -0.190, 0.752, -0.557, -0.315, -0.699, 0.450, -0.212, -0.008, 0.262, 0.317, 0.277, -0.664, -0.378, 0.228, 0.272, -0.491, -0.002, 0.283, 0.251, 0.275, 0.203, -0.008, 0.221, -0.717, -0.281, 0.827, -0.609, -0.286, -0.657, 0.245, 0.343, 0.297, 0.277, 0.437, 0.121, -0.999, -0.080, 0.578, -0.630, -0.083, -0.870, 0.554, 0.418, 0.165, 0.409, 0.309, 0.256], "e_above_lowest_kcal_mol": 30.9, "mol_weight_g_mol": 1312.7, "homo_lumo_gap_ha": [0.1777, 0.2842], "multiplicity": 2, "homo_ev": [-7.13, -10.03], "charge": 0}